Record 1
Density functional theory data (wB97M-V/def2-TZVPD) for a cluster of 9 separate species, C30H54O21S3 in total.

Values from the calculation:
Energy, eV: -107485.8874
Kohn-Sham gap, Eh: 0.344
Molecular weight, u: 846.94
HOMO, hartree: -0.3385
2S+1: 1
Energy above the lowest of the compared OMol25 structures with the same formula, charge and spin, eV: 3.193
LUMO level, eV: 0.2

CARTESIAN COORDINATES (ANGSTROEM)
S (0.16, -5.05, -2.19)
S (-3.84, 1.81, -3.40)
S (-0.15, 0.08, 1.07)
O (1.82, 1.18, 5.98)
O (1.33, 0.04, 0.92)
O (-0.56, -1.16, -4.16)
O (-3.05, 0.14, 3.15)
O (1.55, 3.64, -2.88)
O (-4.84, 1.37, 2.46)
O (0.72, -6.38, -2.64)
O (-0.03, 5.19, -2.53)
O (-2.75, -3.01, 1.40)
O (7.91, -1.21, -2.14)
O (-2.98, 2.31, 3.17)
O (7.71, -1.18, 0.15)
O (1.24, -1.23, -5.42)
O (-4.75, -2.78, 2.34)
O (4.03, 1.44, 6.59)
O (-4.27, -1.65, 0.50)
O (3.34, 0.97, 4.45)
O (1.41, -0.26, -3.39)
O (1.44, 4.56, -0.96)
O (6.07, -0.34, -1.06)
O (-3.25, 0.57, -3.98)
C (-4.04, -3.57, 3.30)
C (-1.49, -5.37, -1.49)
C (-3.79, 3.36, 2.99)
C (0.74, -0.82, -4.25)
C (-3.95, -2.43, 1.33)
C (-2.52, 2.71, -2.45)
C (-0.80, -0.63, -0.50)
C (-0.54, 1.81, 0.68)
C (7.32, -0.90, -1.15)
C (3.82, 2.89, -2.79)
C (-2.64, -3.69, 2.68)
C (-1.50, -2.96, 3.33)
C (-5.01, 2.74, 2.36)
C (2.51, 3.63, -0.82)
C (6.70, -0.82, 1.06)
C (0.20, -1.74, -6.26)
C (4.26, -0.18, 0.42)
C (-0.92, -2.07, -5.22)
C (-3.09, 4.50, 2.18)
C (0.95, 4.52, -2.18)
C (-4.73, 1.24, -1.89)
C (1.03, 0.74, 4.89)
C (2.03, 0.94, 3.77)
C (0.91, -4.77, -0.49)
C (2.49, 2.86, -2.08)
C (5.78, 0.04, 0.27)
C (0.81, -2.99, -6.98)
C (-3.62, 1.17, 2.98)
C (-0.15, 1.69, 4.95)
C (3.11, 1.23, 5.76)
H (2.09, 1.85, -1.97)
H (-0.70, 1.60, 5.89)
H (-0.39, -0.08, -1.35)
H (3.75, 2.59, -3.84)
H (0.14, -3.49, -7.68)
H (-1.63, 1.86, 0.60)
H (-0.14, 2.05, -0.31)
H (-4.61, -4.49, 3.45)
H (4.56, 2.20, -2.40)
H (-0.99, -3.13, -4.99)
H (-0.87, 1.52, 4.15)
H (4.03, -1.24, 0.30)
H (4.23, 3.90, -2.82)
H (-2.29, -5.45, -2.23)
H (1.80, 1.81, 3.16)
H (0.40, -5.45, 0.20)
H (3.61, 0.41, -0.23)
H (-2.17, 4.77, 2.69)
H (-1.59, -1.89, 3.54)
H (-4.11, 0.45, -1.45)
H (-3.87, -3.00, 4.21)
H (-1.42, -6.22, -0.81)
H (-1.85, -4.53, -0.91)
H (-0.52, -1.68, -0.58)
H (-1.33, -3.34, 4.34)
H (-0.11, -0.99, -6.99)
H (3.49, 4.11, -0.73)
H (-1.91, -1.75, -5.54)
H (6.10, -1.65, 1.43)
H (-4.08, 3.72, 3.97)
H (2.07, 0.16, 3.01)
H (0.76, -3.71, -0.28)
H (-1.89, -0.65, -0.46)
H (-2.46, -4.73, 2.41)
H (7.05, -0.21, 1.89)
H (0.81, -0.33, 4.93)
H (1.99, -4.89, -0.52)
H (-2.69, 3.10, -1.45)
H (-1.49, 2.34, -2.50)
H (-5.87, 3.15, 2.90)
H (-5.69, 0.77, -2.07)
H (-0.56, -3.08, 2.80)
H (-3.66, 5.43, 2.22)
H (2.31, 2.83, -0.11)
H (1.27, -3.74, -6.33)
H (0.10, 2.75, 4.83)
H (-3.00, 4.20, 1.13)
H (-2.45, 3.62, -3.05)
H (-5.03, 3.12, 1.34)
H (1.65, -2.61, -7.56)
H (-0.17, 2.55, 1.39)
H (6.04, 1.10, 0.32)
H (-4.81, 2.08, -1.20)
H (3.98, 0.07, 1.44)

Atomic partial charges in e from the Löwdin method, atoms 1 to 8: number 1, S, carries 0.82; number 2, S, carries 0.86; number 3, S, carries 0.86; number 4, O, carries 0.08; number 5, O, carries -0.58; number 6, O, carries 0.05; number 7, O, carries 0.16; number 8, O, carries 0.12

=====

Record 2
Density functional theory data (wB97M-V/def2-TZVPD) for a cluster of 6 separate species, C30H55N11O3 in total.

Values from the calculation:
Charge: +4
Energy, eV: -54497.9526
Kohn-Sham gap, Eh: 0.355
Molecular weight, u: 617.84
HOMO, hartree: -0.6703
2S+1: 1
Energy above the lowest of the compared OMol25 structures with the same formula, charge and spin, eV: 0.866
LUMO level, eV: -8.6

CARTESIAN COORDINATES (ANGSTROEM)
O (-15.89, -5.79, -2.23)
O (-13.86, -5.37, -1.58)
O (-14.96, -6.89, -0.54)
N (-14.95, -6.00, -1.43)
N (-17.07, -10.23, -1.52)
N (-18.05, -7.29, 2.70)
N (-17.06, -5.50, 1.93)
N (-11.66, -9.80, -0.82)
N (-16.57, -1.57, -3.27)
N (-11.46, -7.86, 0.14)
N (-14.90, -9.42, -5.39)
N (-15.43, 0.18, -2.66)
N (-18.24, -8.41, -1.66)
N (-16.05, -7.55, -5.47)
C (-15.95, -3.39, 2.53)
C (-17.30, -9.02, -0.98)
C (-12.14, -11.09, -1.25)
C (-14.76, -0.93, -2.22)
C (-14.10, -8.40, -4.90)
C (-18.31, -8.71, 2.86)
C (-10.19, -8.22, -0.25)
C (-12.09, -12.11, -0.12)
C (-18.82, -7.09, -1.35)
C (-15.43, -2.03, -2.62)
C (-11.72, -6.65, 0.87)
C (-17.78, -2.35, -3.58)
C (-17.18, -6.60, -5.60)
C (-18.50, -2.85, -2.33)
C (-12.33, -8.76, -0.29)
C (-20.17, -7.18, -0.68)
C (-14.93, 1.54, -2.61)
C (-18.30, -5.12, 2.35)
C (-18.70, -9.25, -2.69)
C (-16.04, -8.85, -5.77)
C (-10.33, -9.47, -0.80)
C (-16.14, -11.26, -1.10)
C (-14.54, -10.85, -5.56)
C (-16.90, -6.79, 2.21)
C (-14.86, -7.29, -4.84)
C (-15.95, -4.59, 1.56)
C (-14.22, -11.10, -7.04)
C (-16.54, -0.22, -3.26)
C (-17.97, -10.39, -2.55)
C (-18.96, -6.25, 2.73)
H (-15.80, -3.67, 3.57)
H (-13.41, -8.67, -0.28)
H (-18.89, -6.59, -2.31)
H (-15.09, -2.76, 2.27)
H (-15.88, -4.29, 0.52)
H (-14.58, -6.28, -4.60)
H (-13.92, 1.54, -2.23)
H (-11.15, -12.06, 0.44)
H (-20.00, -6.43, 2.97)
H (-13.09, -8.54, -4.54)
H (-13.69, -11.06, -4.92)
H (-18.78, -4.16, 2.23)
H (-17.32, 0.40, -3.66)
H (-16.03, -7.40, 2.05)
H (-15.14, -10.99, -7.59)
H (-18.17, -9.02, 3.89)
H (-18.09, -6.56, -0.73)
H (-15.71, -11.81, -1.94)
H (-18.03, -7.14, -6.00)
H (-17.69, -9.25, 2.15)
H (-13.82, -0.81, -1.70)
H (-12.90, -11.86, 0.57)
H (-15.26, -3.08, -2.48)
H (-16.86, -5.90, -6.37)
H (-16.67, -8.60, -0.21)
H (-19.37, -3.49, -2.50)
H (-16.89, -9.37, -6.20)
H (-17.42, -3.12, -4.26)
H (-15.62, 2.23, -2.13)
H (-17.92, -3.32, -1.54)
H (-19.04, -1.97, -1.96)
H (-9.33, -7.58, -0.16)
H (-19.33, -8.91, 2.51)
H (-15.04, -5.09, 1.90)
H (-19.50, -8.91, -3.32)
H (-16.86, -2.79, 2.48)
H (-9.59, -10.19, -1.13)
H (-17.28, -6.16, -4.61)
H (-20.05, -7.63, 0.31)
H (-13.45, -10.39, -7.35)
H (-14.86, 1.93, -3.63)
H (-12.09, -13.15, -0.45)
H (-15.35, -11.49, -5.19)
H (-20.50, -6.16, -0.45)
H (-20.93, -7.61, -1.32)
H (-12.79, -6.47, 1.00)
H (-11.35, -6.77, 1.89)
H (-11.26, -5.75, 0.46)
H (-18.09, -11.33, -3.06)
H (-13.07, -11.04, -1.81)
H (-13.79, -12.09, -7.16)
H (-15.31, -10.72, -0.64)
H (-16.53, -11.95, -0.36)
H (-11.47, -11.51, -2.00)
H (-18.41, -1.64, -4.11)

Atomic partial charges in e from the Löwdin method, atoms 1 to 8: number 1, O, carries -0.07; number 2, O, carries -0.03; number 3, O, carries -0.11; number 4, N, carries -0.58; number 5, N, carries -0.07; number 6, N, carries -0.07; number 7, N, carries -0.03; number 8, N, carries -0.05

=====

Record 3
Density functional theory data (wB97M-V/def2-TZVPD) for a cluster of 4 separate species, C30H56F2N2O4Si in total.

Values from the calculation:
Energy, eV: -56500.7778
Structure (SMILES): CC(C)=N[C@@H]1CC(=O)N[C@H]1C(F)(F)CC[Si](C)(C)c1ccccc1.CCOCC.CCOCC.CCOCC
Kohn-Sham gap, Eh: 0.356
Molecular weight, u: 574.87
HOMO, hartree: -0.3376
2S+1: 1
LUMO level, eV: 0.5

CARTESIAN COORDINATES (ANGSTROEM)
Si (-1.73, -0.33, -1.25)
F (2.69, 0.52, -1.61)
F (3.06, -1.50, -2.35)
O (-6.26, 0.68, 6.24)
O (2.35, 4.70, -2.99)
O (3.95, -3.58, 2.21)
O (0.73, -3.42, -4.70)
N (3.50, -2.56, 0.17)
N (4.09, 0.22, 1.87)
C (2.50, -0.79, -1.30)
C (1.59, -5.55, -3.81)
C (3.90, 2.85, -3.52)
C (3.33, 6.29, -4.59)
C (3.95, 1.40, 2.30)
C (3.28, 5.75, -3.17)
C (-4.75, 1.76, 7.85)
C (-3.07, 0.81, 1.04)
C (1.03, -1.16, -1.28)
C (-3.50, -1.53, 0.62)
C (2.52, -1.60, 2.11)
C (-7.62, -0.50, 7.92)
C (2.64, 2.04, 2.71)
C (-2.86, -0.34, 0.26)
C (-1.92, -1.93, -2.20)
C (-2.22, 1.08, -2.40)
C (1.77, -3.21, -5.65)
C (2.94, -0.40, 1.24)
C (1.48, -3.81, -7.02)
C (-4.48, -0.45, 2.52)
C (3.32, -1.14, -0.08)
C (0.08, -0.08, -0.72)
C (5.20, 2.24, 2.47)
C (0.43, -4.77, -4.40)
C (-3.88, 0.75, 2.17)
C (-6.44, -0.53, 6.96)
C (2.57, 3.53, -3.77)
C (-6.01, 1.84, 7.01)
C (-4.31, -1.59, 1.75)
C (3.41, -2.73, 1.58)
H (-2.22, 2.00, -1.82)
H (0.03, -5.28, -5.29)
H (-1.54, 1.16, -3.24)
H (-5.52, -0.80, 7.49)
H (-4.81, -2.51, 2.03)
H (2.83, 2.92, 3.31)
H (-3.89, 1.52, 7.23)
H (-4.82, 0.99, 8.63)
H (2.33, 6.60, -4.91)
H (2.14, 0.27, 0.94)
H (-2.94, -2.05, -2.56)
H (3.69, 5.55, -5.30)
H (2.96, 6.53, -2.49)
H (2.41, -5.66, -4.52)
H (-5.91, 2.65, 6.29)
H (3.99, 7.15, -4.64)
H (-7.75, -1.48, 8.37)
H (6.02, 1.59, 2.75)
H (1.98, 1.33, 3.21)
H (4.74, 3.48, -3.82)
H (0.38, 0.90, -1.10)
H (2.11, 2.38, 1.82)
H (0.14, -0.02, 0.36)
H (-4.57, 2.71, 8.35)
H (0.75, -1.33, -2.32)
H (0.53, -3.45, -7.40)
H (-6.61, -1.29, 6.21)
H (1.98, -5.03, -2.93)
H (-3.37, -2.43, 0.02)
H (2.27, -3.54, -7.72)
H (0.87, -2.11, -0.78)
H (-8.53, -0.22, 7.40)
H (-6.88, 2.08, 7.64)
H (-1.25, -1.92, -3.06)
H (-5.09, -0.48, 3.42)
H (-1.64, -2.81, -1.61)
H (2.91, -3.20, -0.33)
H (1.43, -4.90, -6.98)
H (2.71, -1.50, 3.17)
H (2.72, -3.58, -5.26)
H (3.96, 1.92, -4.08)
H (1.49, -1.87, 1.87)
H (5.39, 2.77, 1.55)
H (-2.60, 1.74, 0.76)
H (1.76, 2.85, -3.51)
H (1.86, -2.13, -5.74)
H (5.05, 2.96, 3.27)
H (1.27, -6.55, -3.51)
H (-0.39, -4.73, -3.67)
H (4.33, -0.77, -0.32)
H (4.28, 5.43, -2.85)
H (-4.05, 1.62, 2.79)
H (4.01, 2.63, -2.46)
H (-7.47, 0.22, 8.73)
H (-3.24, 0.90, -2.73)
H (2.45, 3.76, -4.84)

Atomic partial charges in e from the Löwdin method, atoms 1 to 8: number 1, Si, carries 0.60; number 2, F, carries 0.09; number 3, F, carries 0.07; number 4, O, carries -0.17; number 5, O, carries -0.16; number 6, O, carries 0.13; number 7, O, carries -0.18; number 8, N, carries 0.12

=====

Record 4
Density functional theory data (wB97M-V/def2-TZVPD) for a structure of composition C30H56N2O7P2S4SbSi3Ti.

Values from the calculation:
Charge: +1
Energy, eV: -164542.3765
Kohn-Sham gap, Eh: 0.229
Molecular weight, u: 1000.89
HOMO, hartree: -0.3644
2S+1: 1
Energy above the lowest of the compared OMol25 structures with the same formula, charge and spin, eV: 0.323
LUMO level, eV: -3.7

CARTESIAN COORDINATES (ANGSTROEM)
Sb (-0.35, 0.22, -2.78)
Ti (0.20, 0.25, 0.41)
S (-0.85, -3.46, 3.20)
S (-2.95, -0.97, 4.48)
S (-3.34, -1.69, 1.54)
S (-0.08, -0.97, 5.59)
P (-0.31, 1.22, 3.00)
P (-1.67, 2.36, 0.79)
Si (-0.38, -2.83, -1.51)
Si (-0.37, 3.28, -3.81)
Si (2.58, 2.16, -3.42)
O (-0.32, 2.35, 1.78)
O (-1.85, 3.66, 0.17)
O (-2.83, 1.82, 1.70)
O (-1.30, 1.15, -0.18)
O (-1.28, 1.62, 4.01)
O (1.21, 1.28, 3.44)
O (-0.41, -0.08, 2.13)
N (1.94, -0.87, 0.63)
N (1.52, 1.72, -0.41)
C (-2.91, -1.20, 6.27)
C (0.29, -3.61, -3.07)
C (-1.46, -1.01, 6.80)
C (4.00, -2.27, -0.46)
C (1.82, -1.32, -0.63)
C (-4.65, -1.37, 4.04)
C (0.46, 4.87, -4.35)
C (0.11, -3.97, -0.12)
C (2.87, -2.02, -1.21)
C (3.42, 3.73, -2.85)
C (-2.58, -3.99, 3.07)
C (-0.58, -3.69, 4.98)
C (1.69, 4.42, 0.17)
C (-0.80, 2.34, -5.37)
C (1.02, 2.63, -1.31)
C (-2.20, -2.59, -1.75)
C (4.08, -1.83, 0.86)
C (2.28, 2.19, 0.62)
C (-3.31, -3.48, 1.82)
C (0.75, 2.16, -2.71)
C (0.43, -1.10, -1.13)
C (2.69, 2.11, -5.28)
C (3.03, -1.12, 1.37)
C (2.44, 3.51, 0.91)
C (-4.78, -1.18, 2.52)
C (-1.98, 3.72, -3.02)
C (0.74, -0.63, -4.42)
C (1.00, 3.98, -0.94)
C (3.61, 0.78, -2.73)
C (0.42, -2.70, 5.56)
H (-4.35, -3.82, 1.88)
H (-2.62, -1.84, -1.07)
H (3.08, 3.82, 1.72)
H (4.30, 3.90, -3.47)
H (2.80, 1.43, 1.19)
H (1.42, 4.73, -4.86)
H (3.37, 0.58, -1.68)
H (0.06, 2.08, -6.00)
H (3.77, 3.63, -1.81)
H (2.09, 2.88, -5.77)
H (-2.41, -2.27, -2.77)
H (-5.35, -0.70, 4.55)
H (-3.57, -0.48, 6.75)
H (0.78, -3.50, 0.60)
H (-2.62, -5.08, 3.07)
H (1.76, -0.92, -4.18)
H (-1.36, 1.42, -5.17)
H (0.27, -4.69, -2.93)
H (1.34, -2.70, 4.97)
H (-3.08, -3.61, 3.96)
H (-2.59, 2.82, -2.84)
H (3.51, -0.15, -3.29)
H (0.61, -4.85, -0.53)
H (0.47, 4.69, -1.56)
H (-0.75, -4.32, 0.46)
H (2.79, 4.61, -2.90)
H (-1.89, 4.24, -2.07)
H (-1.55, -3.59, 5.48)
H (-2.87, -3.91, 0.92)
H (-3.26, -2.20, 6.51)
H (-4.89, -0.12, 2.28)
H (-2.52, 4.35, -3.73)
H (1.68, 5.47, 0.43)
H (-0.21, -4.70, 5.16)
H (-0.22, 5.35, -5.06)
H (1.28, 1.48, 4.39)
H (4.66, 1.08, -2.78)
H (4.82, -2.83, -0.89)
H (-4.90, -2.40, 4.33)
H (0.69, -2.99, 6.57)
H (-5.65, -1.72, 2.15)
H (-1.38, -0.06, 7.33)
H (3.74, 2.29, -5.53)
H (0.19, -1.51, -4.76)
H (-1.46, 2.99, -5.96)
H (4.95, -2.04, 1.47)
H (3.02, -0.74, 2.39)
H (-1.22, -1.81, 7.49)
H (0.62, 5.58, -3.54)
H (2.41, 1.14, -5.70)
H (-0.33, -3.38, -3.94)
H (2.79, -2.36, -2.24)
H (-2.67, 1.87, 2.66)
H (1.32, -3.33, -3.33)
H (0.75, 0.09, -5.23)
H (-2.74, -3.53, -1.58)

Atomic partial charges in e from the Löwdin method, atoms 1 to 8: number 1, Sb, carries 1.50; number 2, Ti, carries 0.99; number 3, S, carries 0.85; number 4, S, carries 0.84; number 5, S, carries 0.84; number 6, S, carries 0.83; number 7, P, carries 0.25; number 8, P, carries 0.32